48
Properties=species:S:1:pos:R:3:forces:R:3:nbo_charge:R:1 method="wB97M-V/def2-TZVPD" total_charge=-2 orbital_gap_ev="2.69 / 2.63" total_energy_ev=-43567.7062
Bi 0.32853 -0.48703 0.60001 -0.4236 0.6326 -1.6117 1.707
C 2.28285 1.19434 1.80262 0.7348 0.6484 -0.3500 -0.323
C 2.63263 0.24494 0.74588 0.0345 0.3949 -0.0110 -0.552
C 2.79512 1.03355 -0.47132 0.2272 0.0867 0.5566 -0.276
H 3.07066 -0.74613 0.91262 -0.0971 0.4411 -0.0983 0.249
C 2.53917 2.37225 -0.15471 0.3626 -0.5865 -0.3895 -0.268
C 2.20981 2.47145 1.22281 0.2105 -0.5702 0.8282 -0.283
H 2.02974 3.40957 1.75863 -0.1866 -0.5100 -0.2542 0.206
H 2.27108 0.94953 2.86587 -0.3158 0.1022 -0.3421 0.214
H 3.18989 0.64094 -1.41400 -0.5251 0.1484 0.3564 0.225
H 2.67179 3.22643 -0.83154 -0.3406 -0.5203 0.2515 0.207
C -2.60566 1.19485 1.25582 -0.0458 0.7326 0.3525 -0.395
C -2.01326 2.42708 1.69055 0.1013 -0.6812 -0.6091 -0.374
C -1.74367 3.20825 0.53687 -0.4097 -0.3525 0.0571 -0.352
H -1.83121 2.70449 2.72327 0.2141 -0.0672 -0.0792 0.179
C -2.25205 2.51314 -0.59246 -0.1739 -0.2891 -0.0354 -0.352
C -2.80176 1.27373 -0.14131 0.3288 0.4038 -0.3955 -0.364
H -3.31422 0.53573 -0.77005 0.3545 0.2540 0.2399 0.191
H -2.90499 0.37495 1.91019 -0.0807 0.1960 -0.1303 0.181
H -1.23162 4.17242 0.51922 -0.2146 -0.2251 0.0115 0.179
H -2.25031 2.87205 -1.63833 0.1119 -0.2978 0.7419 0.188
O 1.08919 -2.07886 -0.60179 -0.4352 0.5399 1.6090 -0.933
C -0.34389 0.49115 -3.64861 1.0127 -1.6251 2.1478 -0.248
C 0.29293 -0.77804 -3.31069 -0.1639 0.5393 -1.8176 -0.454
C 0.45103 1.75651 -3.73516 -0.4568 -0.1938 -0.3369 -0.624
C -1.80574 0.51494 -3.95947 0.3934 0.0948 -0.1090 -0.623
C 0.90867 -2.15841 -1.94494 -0.1528 0.7713 -1.5679 -0.200
H 1.28633 -0.79214 -3.76522 0.4993 -0.0537 0.1830 0.140
H -0.30277 -1.54469 -3.81612 -0.0430 -0.5784 0.2359 0.142
H 0.20955 -2.93547 -2.26725 -0.3522 -0.2529 0.2586 0.103
H 1.87393 -2.34328 -2.42871 0.1408 0.1524 -0.1771 0.109
H 0.33966 2.16149 -4.77122 0.1634 0.2389 0.2408 0.144
H 1.52714 1.63755 -3.52239 -0.3540 -0.2173 -0.1111 0.190
H 0.07735 2.51444 -3.03913 0.0497 0.3515 0.0154 0.191
H -1.93422 0.55075 -5.07156 -0.3233 0.1386 0.1640 0.135
H -2.31033 1.38054 -3.52043 -0.2376 0.0580 -0.0897 0.190
H -2.31826 -0.38365 -3.58890 0.1678 0.2015 -0.1223 0.201
F 0.35402 -4.14231 1.07444 -0.0682 0.4203 1.1572 -0.300
C 0.14691 -3.48703 2.25004 -0.0609 0.2346 0.1252 0.327
C 0.11545 -2.08074 2.31094 -0.3890 -0.7195 0.6375 -0.512
C -0.25416 -1.54218 3.54386 -0.2528 0.1488 0.0230 0.316
F -0.51928 -0.18654 3.64343 0.6362 -1.4601 0.0771 -0.313
C -0.43736 -2.31137 4.70055 0.1256 -0.0416 -0.1381 0.250
F -0.65668 -1.70720 5.89189 -0.0912 -0.3416 -0.3067 -0.311
C -0.34676 -3.71099 4.62732 0.2742 0.6774 -0.3768 0.248
F -0.45861 -4.47688 5.73685 -0.0558 0.3380 -0.4531 -0.310
C -0.07584 -4.29072 3.38757 0.2286 0.0917 -0.4771 0.281
F 0.01920 -5.64344 3.29406 -0.1216 0.5462 0.1196 -0.323